(1)
ORCA calculation (wB97M-V/def2-TZVPD) on a molecular structure, C63H66Ge2MoN4O8S5 in a non-equilibrium geometry.

```
149
Properties=species:S:1:pos:R:3:lowdin_spin:R:1
Mo -1.91 3.42 -0.54 1.061
O -3.44 6.81 0.98 -0.041
C -3.20 5.87 0.25 -0.002
O -2.05 5.25 0.17 0.039
C -4.18 5.22 -0.66 -0.032
C -5.41 5.70 -1.05 0.009
C -6.10 5.08 -2.09 -0.044
C -5.45 4.05 -2.78 0.008
C -4.21 3.62 -2.34 -0.035
N -3.60 4.13 -1.25 0.004
C -3.28 2.66 -3.01 -0.001
O -3.57 1.96 -3.96 -0.011
O -2.11 2.72 -2.44 0.046
H -5.81 6.56 -0.54 0.001
H -7.09 5.40 -2.37 -0.003
H -5.87 3.60 -3.66 0.001
C 2.48 4.31 -4.42 0.000
C 2.08 2.87 -4.60 0.000
C 3.01 1.85 -4.43 0.002
C 2.66 0.52 -4.62 0.001
C 3.67 -0.57 -4.44 0.000
C 1.34 0.21 -4.98 0.006
C 0.40 1.23 -5.19 0.008
C -0.97 0.94 -5.71 0.005
C 0.79 2.55 -4.98 0.001
C 0.94 -1.19 -5.20 0.018
C 1.21 -1.82 -6.41 0.004
C 0.69 -3.07 -6.67 0.004
C -0.08 -3.72 -5.72 0.005
C -0.34 -3.12 -4.49 0.020
C 0.20 -1.86 -4.24 0.154
Ge -0.22 -0.79 -2.51 0.383
S -1.56 1.12 -0.60 0.067
S -0.46 -2.48 -0.87 0.089
Ge 0.78 -1.10 0.36 0.004
S -0.82 0.43 1.17 0.020
S 1.75 -0.06 -1.41 0.100
C 1.85 -1.92 1.87 0.005
C 3.08 -2.51 1.58 0.000
C 3.82 -3.08 2.62 0.000
C 3.33 -3.09 3.91 0.000
C 2.10 -2.53 4.18 0.000
C 1.36 -1.94 3.17 0.000
C 0.07 -1.32 3.56 0.000
C 0.04 0.04 3.84 0.001
C 1.27 0.89 3.70 0.001
C -1.16 0.60 4.26 0.001
C -2.30 -0.17 4.42 0.000
C -3.60 0.43 4.88 0.000
C -2.23 -1.53 4.16 0.000
C -1.06 -2.12 3.73 0.000
C -1.01 -3.59 3.45 0.000
C 3.63 -2.62 0.21 0.002
C 4.52 -1.66 -0.29 0.004
C 4.80 -0.38 0.44 0.002
C 5.14 -1.90 -1.51 0.001
C 4.91 -3.06 -2.23 0.000
C 5.63 -3.34 -3.52 0.000
C 4.01 -3.99 -1.73 0.000
C 3.38 -3.79 -0.51 0.001
C 2.44 -4.82 0.03 0.002
C -1.16 -3.85 -3.50 0.002
C -2.46 -3.45 -3.19 -0.001
C -3.09 -2.24 -3.83 0.008
C -3.18 -4.17 -2.25 0.001
C -2.65 -5.27 -1.61 0.000
C -3.42 -6.02 -0.57 0.000
C -1.36 -5.67 -1.94 0.002
C -0.61 -4.98 -2.88 0.001
C 0.80 -5.41 -3.18 0.000
H 3.52 4.39 -4.13 0.000
H 1.86 4.78 -3.66 0.000
H 2.33 4.86 -5.35 0.000
H 4.02 2.10 -4.15 0.000
H 4.64 -0.15 -4.22 0.000
H 3.75 -1.17 -5.35 0.000
H 3.38 -1.22 -3.62 0.000
H -1.15 -0.13 -5.80 0.000
H -1.10 1.40 -6.69 0.000
H -1.74 1.36 -5.05 0.001
H 0.07 3.34 -5.14 0.000
H 1.78 -1.29 -7.16 0.000
H 0.86 -3.54 -7.63 0.000
H -0.53 -4.68 -5.92 0.001
H 4.77 -3.53 2.39 0.000
H 3.91 -3.53 4.71 0.000
H 1.70 -2.54 5.19 0.000
H 2.16 0.32 3.94 0.000
H 1.23 1.77 4.33 0.000
H 1.37 1.22 2.66 0.000
H -1.20 1.67 4.44 0.000
H -3.48 1.48 5.14 0.000
H -3.97 -0.10 5.76 0.000
H -4.34 0.35 4.09 0.000
H -3.12 -2.14 4.29 0.000
H -1.98 -4.05 3.63 0.000
H -0.27 -4.09 4.07 0.000
H -0.75 -3.76 2.40 0.000
H 4.42 -0.41 1.45 0.000
H 4.32 0.44 -0.09 0.001
H 5.87 -0.19 0.46 0.000
H 5.84 -1.16 -1.89 0.000
H 6.21 -2.48 -3.84 0.000
H 4.93 -3.60 -4.31 0.000
H 6.31 -4.18 -3.39 0.000
H 3.83 -4.90 -2.28 0.000
H 2.49 -5.73 -0.56 0.000
H 1.41 -4.45 0.00 0.003
H 2.68 -5.06 1.07 0.000
H -2.65 -2.03 -4.80 0.000
H -2.95 -1.36 -3.20 0.009
H -4.16 -2.39 -3.94 0.000
H -4.18 -3.84 -2.01 0.000
H -4.38 -5.55 -0.38 0.000
H -2.86 -6.04 0.37 0.000
H -3.59 -7.05 -0.88 0.000
H -0.93 -6.53 -1.45 0.000
H 1.09 -6.22 -2.52 0.000
H 1.48 -4.57 -3.03 0.000
H 0.90 -5.75 -4.21 0.000
C -0.66 1.52 7.44 0.000
C -0.18 2.85 7.95 0.000
S 0.06 4.06 6.61 0.000
O 0.43 5.31 7.20 0.000
O 0.91 3.48 5.61 0.000
C -1.56 4.32 5.77 0.000
C -1.25 5.25 4.60 0.000
N -0.85 4.54 3.41 0.004
C -1.69 3.93 2.55 0.009
N -1.03 3.45 1.50 0.014
C 0.28 3.72 1.70 0.009
C 0.42 4.40 2.88 0.000
N 1.62 4.92 3.44 0.000
O 1.53 5.92 4.13 0.000
O 2.64 4.36 3.14 0.000
C -3.15 3.78 2.75 0.011
H -0.58 0.77 8.22 0.000
H -0.05 1.21 6.60 0.000
H -1.70 1.56 7.12 0.000
H 0.82 2.79 8.38 0.000
H -0.84 3.32 8.68 0.000
H -2.23 4.79 6.49 0.000
H -1.92 3.35 5.46 0.000
H -0.43 5.92 4.90 0.000
H -2.12 5.87 4.34 0.000
H 1.06 3.43 1.00 0.002
H -3.43 3.90 3.79 0.001
H -3.44 2.79 2.40 0.004
H -3.68 4.53 2.16 0.003
```

The spin multiplicity is 3. The total energy comes out at -9474.326624 a.u. The calculation puts the LUMO energy (spin up / spin down) at -1.344 / -1.223 eV. The calculation puts the HOMO-LUMO gap (spin up / spin down) at 0.2045 / 0.2232 hartree.

---

(2)
ORCA calculation (wB97M-V/def2-TZVPD) on a single C3H3NO2 molecule in a non-equilibrium geometry.

```
9
Properties=species:S:1:pos:R:3:lowdin_spin:R:1
C -0.72 -1.82 -1.03 0.357
C -0.40 -0.75 -0.54 0.101
C 0.28 0.46 -0.50 0.453
N 0.75 1.13 0.53 0.479
O 1.59 1.97 0.66 0.526
O -0.07 0.75 1.82 0.032
H -0.95 -2.79 -1.30 0.027
H -1.03 0.36 1.87 0.004
H 0.56 0.68 -1.51 0.021
```

The spin multiplicity is 3. The total energy comes out at -321.024172 a.u. Its energy above the lowest of the compared OMol25 structures with the same formula, charge and spin is 96.5 kcal/mol. The calculation puts the LUMO energy (spin up / spin down) at 0.526 / -2.340 eV. The calculation puts the HOMO-LUMO gap (spin up / spin down) at 0.2686 / 0.3181 hartree.